Below is a structure of composition C12H26NO9Sr at a distorted geometry, with properties calculated with ωB97M-V with the def2-TZVPD basis set.

The geometry in XYZ format:
```
49
C12H26NO9Sr | the Open Molecules 2025 dataset | ωB97M-V with the def2-TZVPD basis set
Sr 6.908 12.695 -29.769
C 10.907 11.535 -27.706
C 9.620 12.022 -28.363
O 9.484 11.822 -29.614
O 8.800 12.686 -27.706
H 10.869 10.443 -27.715
H 10.897 11.843 -26.659
H 11.793 11.932 -28.193
C 3.703 11.581 -26.338
C 5.160 12.059 -26.333
O 5.663 12.429 -27.427
O 5.702 12.093 -25.205
H 3.408 11.027 -27.235
H 3.061 12.468 -26.247
H 3.410 10.999 -25.462
C 7.017 17.214 -29.381
C 6.927 15.717 -29.433
O 7.368 15.032 -28.490
O 6.604 15.167 -30.544
H 6.250 17.673 -30.007
H 8.010 17.594 -29.611
H 6.820 17.521 -28.348
C 9.661 14.061 -32.083
O 8.497 13.289 -31.988
C 7.931 13.006 -33.233
C 6.427 12.762 -33.076
N 6.153 11.773 -32.035
C 4.731 11.433 -32.073
C 3.851 12.506 -31.431
O 4.385 12.921 -30.196
C 3.542 13.774 -29.453
H 10.298 13.671 -32.885
H 10.221 13.975 -31.154
H 9.482 15.127 -32.247
H 8.381 12.165 -33.787
H 8.054 13.846 -33.930
H 5.963 12.518 -34.042
H 6.006 13.735 -32.800
H 6.762 10.979 -32.223
H 4.522 10.565 -31.431
H 4.396 11.044 -33.042
H 2.834 12.110 -31.287
H 3.647 13.398 -32.045
H 3.285 14.667 -30.030
H 4.092 14.032 -28.550
H 2.642 13.238 -29.132
O 6.325 10.102 -29.660
H 6.636 9.612 -28.885
H 5.923 9.440 -30.231
```

The HOMO-LUMO gap comes out at 6.351 eV. As for the charge: -1. The value obtained for the HOMO energy is -4.3983 eV. The calculation puts the LUMO energy at 1.952 eV.

Below is the molecule C12H26O3Si2 at a distorted geometry, with properties calculated with ωB97M-V with the def2-TZVPD basis set.

The geometry in XYZ format:
```
43
C12H26O3Si2 | the Open Molecules 2025 dataset | ωB97M-V with the def2-TZVPD basis set
C -1.632 -2.927 -5.571
C -1.432 -2.157 -4.486
C -2.393 -1.114 -4.117
C -0.139 -2.233 -3.741
O 0.587 -3.181 -3.942
O 0.138 -1.178 -2.875
C 1.185 -1.582 -2.047
C 1.715 -0.461 -1.137
C 0.676 0.028 -0.175
Si 1.320 1.384 0.958
C 2.933 0.907 1.874
C 1.660 3.060 0.083
O 0.181 1.730 2.091
Si -0.833 0.975 3.199
C -2.092 -0.189 2.447
C 0.256 0.061 4.456
C -1.771 2.268 4.088
H -2.515 -2.891 -6.181
H -0.856 -3.629 -5.900
H -2.263 -0.243 -4.759
H -3.433 -1.434 -4.210
H -2.281 -0.766 -3.078
H 0.901 -2.486 -1.497
H 1.967 -1.908 -2.733
H 2.620 -0.785 -0.606
H 2.055 0.378 -1.749
H -0.206 0.410 -0.672
H 0.313 -0.810 0.418
H 3.786 0.889 1.177
H 2.866 -0.028 2.430
H 3.071 1.765 2.552
H 0.740 3.649 0.004
H 2.429 3.696 0.638
H 2.017 2.918 -0.946
H -2.322 0.054 1.413
H -1.709 -1.220 2.518
H -3.008 -0.128 3.078
H 0.692 0.749 5.168
H 1.049 -0.505 3.959
H -0.341 -0.624 5.036
H -1.076 2.819 4.716
H -2.559 1.787 4.669
H -2.296 2.954 3.453
```

The HOMO-LUMO gap comes out at 10.348 eV. As for the charge: 0. The value obtained for the HOMO energy is -9.8246 eV. The calculation puts the LUMO energy at 0.524 eV.

Below is a structure of composition C12H26OPSZn at a distorted geometry, with properties calculated with ωB97M-V with the def2-TZVPD basis set.

The geometry in XYZ format:
```
42
C12H26OPSZn | the Open Molecules 2025 dataset | ωB97M-V with the def2-TZVPD basis set
C 3.570 2.474 1.173
C 3.618 0.936 1.128
C 3.239 0.335 -0.271
C 4.482 -0.134 -1.019
C 2.199 -0.719 -0.054
O 1.107 -0.227 0.406
C -0.032 -1.036 0.898
C -1.277 -0.776 0.042
C -1.959 -2.114 -0.307
C -2.188 0.227 0.774
C -3.623 0.373 0.263
C -4.473 1.112 1.323
C -3.659 1.157 -1.048
P 1.989 -2.112 -1.352
S 1.410 -1.183 -2.911
H 4.541 2.881 1.441
H 3.309 2.902 0.206
H 2.855 2.834 1.908
H 4.636 0.613 1.337
H 2.994 0.516 1.915
H 2.735 1.130 -0.824
H 5.033 0.747 -1.346
H 4.265 -0.701 -1.922
H 5.147 -0.698 -0.368
H -0.152 -0.684 1.920
H 0.269 -2.078 0.940
H -0.898 -0.314 -0.872
H -2.901 -2.250 0.217
H -2.145 -2.191 -1.376
H -1.333 -2.972 -0.052
H -1.739 1.220 0.670
H -2.192 0.004 1.844
H -4.103 -0.593 0.108
H -5.010 1.953 0.891
H -5.210 0.446 1.768
H -3.857 1.493 2.138
H -3.224 2.150 -0.920
H -4.695 1.313 -1.353
H -3.178 0.630 -1.886
H 1.132 -3.042 -0.762
H 3.248 -2.715 -1.384
Zn -3.934 -0.908 -3.284
```

The HOMO-LUMO gap comes out at 4.768 eV. As for the charge: +1. The value obtained for the HOMO energy is -10.4339 eV. The calculation puts the LUMO energy at -5.666 eV.

Below is a structure of composition C12H27AuClNO2P2 at a distorted geometry, with properties calculated with ωB97M-V with the def2-TZVPD basis set.

The geometry in XYZ format:
```
46
C12H27AuClNO2P2 | the Open Molecules 2025 dataset | ωB97M-V with the def2-TZVPD basis set
C 1.000 -1.279 -4.119
C 1.079 -0.868 -2.749
N -0.114 -0.709 -2.052
C -1.313 -0.991 -2.629
C -1.417 -1.364 -3.968
C -0.227 -1.502 -4.718
C 2.308 -0.563 -2.102
P 2.280 -0.313 -0.341
Au 0.000 0.000 0.000
P -2.299 0.026 -0.190
C -2.536 -0.996 -1.730
O 1.837 2.219 -2.886
O -0.821 2.673 -2.596
H 1.931 -1.405 -4.680
H -2.396 -1.573 -4.408
H -0.276 -1.804 -5.770
C 3.084 -1.718 0.549
C 3.397 1.100 0.059
H -3.443 -0.702 -2.286
H -2.694 -2.033 -1.375
H 2.046 1.265 -2.622
H 3.240 -0.823 -2.620
C -3.342 -0.782 1.089
C -3.134 1.622 -0.544
H 0.334 1.341 -0.055
H -0.713 3.566 -2.222
H 0.123 2.431 -2.816
H 2.185 2.281 -3.794
H -0.125 -1.528 0.441
H -0.100 1.266 -0.755
H 4.128 -1.849 0.216
H 3.062 -1.522 1.635
H 2.511 -2.635 0.336
H 4.444 0.860 -0.197
H 3.072 1.972 -0.533
H 3.324 1.333 1.135
H -4.201 1.477 -0.787
H -3.042 2.274 0.341
H -2.598 2.081 -1.394
H -4.402 -0.832 0.788
H -2.951 -1.795 1.275
H -3.246 -0.201 2.022
Cl -1.122 2.216 2.111
C -0.344 0.623 1.923
H 0.660 0.738 2.382
H -0.876 -0.156 2.505
```

As for the spin multiplicity: 3. The HOMO-LUMO gap (spin up / spin down) comes out at 3.076 / 5.938 eV. The expectation value of S² is 2.03. As for the charge: 0. The value obtained for the HOMO energy (spin up / spin down) is -3.3397 / -6.1977 eV. The calculation puts the LUMO energy (spin up / spin down) at -0.264 / -0.259 eV.

Below is a structure of composition C12H27Cl2InN2OP2 at a distorted geometry, with properties calculated with ωB97M-V with the def2-TZVPD basis set.

The geometry in XYZ format:
```
47
C12H27Cl2InN2OP2 | the Open Molecules 2025 dataset | ωB97M-V with the def2-TZVPD basis set
C 0.964 0.185 -3.442
C 0.984 0.552 -1.972
H 1.952 0.405 -3.874
H 0.198 0.724 -4.011
H 0.782 -0.887 -3.577
O 1.694 -0.070 -1.161
Cl -3.775 -1.086 -2.055
In -1.572 -0.515 -1.645
P 0.373 2.288 -1.468
C 1.203 2.583 0.093
C 1.009 3.389 -2.737
H 0.752 4.423 -2.459
H -1.471 3.813 -1.329
H 0.560 3.167 -3.714
H -2.018 2.263 -2.037
H 2.228 2.930 -0.103
H 2.100 3.299 -2.815
C -1.381 2.718 -1.257
H 0.649 3.342 0.662
H -1.746 2.380 -0.275
H 1.249 1.653 0.674
P -0.195 -2.629 -1.030
C 1.089 -2.541 0.263
C -1.481 -3.741 -0.364
H 0.034 -3.325 -3.339
H 0.497 -4.618 -2.198
H 1.625 -3.243 -2.503
C 0.571 -3.542 -2.405
H -2.463 -3.403 -0.726
H -1.284 -4.762 -0.716
H 0.976 -3.401 0.943
H 1.004 -1.611 0.850
H -1.461 -3.703 0.734
H 2.077 -2.561 -0.218
Cl -1.666 0.032 0.735
C -1.103 1.767 4.787
N -0.400 0.696 4.093
C -0.552 -0.652 4.333
C 0.287 -1.303 3.445
N 0.926 -0.361 2.673
C 0.563 0.836 3.112
H -2.138 1.466 5.004
H -0.611 2.010 5.741
H -1.108 2.647 4.136
H -1.237 -1.060 5.057
H 0.430 -2.368 3.326
H 0.889 1.814 2.769
```

The HOMO-LUMO gap comes out at 3.849 eV. As for the charge: +2. The value obtained for the HOMO energy is -13.5189 eV. The calculation puts the LUMO energy at -9.670 eV.